A molecular structure, C35H28N11O3PtS4 in a non-equilibrium geometry, computed with ωB97M-V/def2-TZVPD.

XYZ file:
```
82
C35H28N11O3PtS4 ωB97M-V/def2-TZVPD
Pt -0.59662 2.06246 0.10376
C -0.77797 -0.64327 4.83978
N -1.08988 0.34221 3.80672
C -0.85479 0.24156 2.49385
N -0.88302 1.45513 1.94708
C -1.13082 2.29272 2.96762
N -1.29839 1.66401 4.11952
C -0.50590 -2.01367 4.26241
C -1.32855 -3.10500 4.52567
C -1.15880 -4.30637 3.82602
C -0.24642 -4.40323 2.78196
C 0.60656 -3.29947 2.49770
C 0.50471 -2.15792 3.31743
C 1.50117 -3.25694 1.30760
N 2.63663 -2.74417 1.06539
N 2.86024 -2.83732 -0.33468
C 1.81609 -3.35235 -0.85302
O 0.88060 -3.77628 0.11339
C 1.36636 -3.36374 -2.27938
C 0.75333 -4.48639 -2.82926
C 0.01185 -4.31666 -3.97636
C -0.13410 -3.04410 -4.56741
C 0.60118 -1.95975 -4.06476
C 0.45642 -0.54772 -4.63880
N -0.04753 0.39171 -3.64439
C 0.18786 0.42576 -2.32175
N -0.36580 1.54895 -1.83522
C -0.81628 2.20824 -2.93551
N -0.60415 1.57136 -4.05280
C 1.46725 -2.15700 -3.01636
H -1.66351 -0.71152 5.49306
H 0.04990 -0.28891 5.49762
H -0.61423 -0.67436 2.00201
H -1.10047 3.35133 2.89715
H -2.09716 -3.03694 5.27873
H -1.80780 -5.14075 4.05215
H -0.16723 -5.32299 2.24691
H 1.26606 -1.37109 3.15929
H 0.86996 -5.49103 -2.38504
H -0.43941 -5.17476 -4.46124
H -0.87435 -2.90262 -5.36712
H -0.26800 -0.53790 -5.44980
H 1.40894 -0.17204 -5.03442
H 0.55706 -0.38954 -1.73392
H -1.29883 3.15286 -2.87846
H 2.18099 -1.35546 -2.76042
C -3.79188 -2.58744 -0.79446
C -4.09434 -1.16660 -0.52445
N -3.23659 -0.11512 -0.54236
C -3.94915 1.07677 -0.33198
C -5.24534 0.90513 0.06122
S -5.76766 -0.70561 -0.13219
C -3.51632 2.46266 -0.55418
C -4.46390 3.42044 -0.87728
S -3.99481 5.03966 -0.58335
C -2.37442 4.45076 -0.10134
N -2.28198 3.12401 -0.19037
C -1.32824 5.37655 0.33067
H -2.80316 -2.72851 -1.29918
H -4.59793 -2.95384 -1.43692
H -3.75178 -3.23559 0.12599
H -5.92709 1.64329 0.42704
H -5.50104 3.20351 -1.16597
H -1.00551 5.20244 1.37755
H -1.74833 6.42811 0.27478
H -0.45146 5.32882 -0.30909
O 5.13885 0.70389 -2.67393
S 4.40406 1.86708 -2.18972
O 4.31578 3.05490 -3.00306
N 2.73332 1.32217 -1.90256
C 2.55881 1.38466 -0.61319
S 1.26514 0.71935 0.42761
C 3.63953 1.84180 0.26965
C 3.62090 1.91669 1.66311
C 4.72036 2.44982 2.32193
C 5.85467 2.87171 1.59287
C 5.92325 2.71458 0.19748
C 4.78496 2.19103 -0.44115
H 2.75939 1.58494 2.28529
H 4.73031 2.53262 3.41586
H 6.75005 3.33751 2.04932
H 6.81844 2.97081 -0.33637
```

Charge = +1
Frontier orbital gap (alpha / beta) = 5.45 / 6.06 eV
E_tot = -3890.28567 Ha
HOMO energy (alpha / beta) = -8.05 / -11.33 eV
2S+1 = 3
Energy relative to the best compared isomer or geometry (same formula, charge and spin) = 0.0 kJ/mol



A single CH4N2OS molecule in a non-equilibrium geometry, computed with ωB97M-V/def2-TZVPD.

XYZ file:
```
9
CH4N2OS ωB97M-V/def2-TZVPD
C 2.00819 1.52627 0.36397
N 0.79735 1.39555 -0.01402
N -1.93059 -1.91968 -0.17218
O -0.65908 -1.39790 -0.20222
S -0.38935 0.57682 -0.50223
H 2.61851 0.80878 0.86335
H 2.34374 2.52950 0.49695
H -2.58323 -1.33714 0.31814
H -2.20553 -2.18220 -1.15175
```

Frontier orbital gap = 8.23 eV
E_tot = -623.27534 Ha
HOMO energy = -8.22 eV
2S+1 = 1
Energy relative to the best compared isomer or geometry (same formula, charge and spin) = 482.7 kJ/mol



A gas-phase ion, C8H14N (charge +1) in a non-equilibrium geometry, computed with ωB97M-V/def2-TZVPD.

XYZ file:
```
23
C8H14N ωB97M-V/def2-TZVPD
C -1.30375 -0.59432 0.20941
C 0.85089 -0.85547 0.12650
C -1.25039 0.74553 -0.00873
C -2.22108 1.45990 -0.65320
C 0.02275 1.47993 0.27934
C -2.26920 -1.54672 0.67489
C 1.45518 -1.83974 -0.79997
C 2.42333 0.98709 0.54211
N 1.13755 0.57381 -0.12954
H -2.15437 2.45168 -0.97698
H -3.18147 0.98363 -1.09394
H 0.12176 2.48311 -0.05472
H 0.09466 1.67909 1.38132
H -2.34221 -1.44111 1.73678
H -2.23485 -2.68168 0.43555
H -3.35538 -1.26771 0.39517
H 2.37146 -2.13021 -0.35210
H 1.56196 -1.60793 -1.90742
H 0.85331 -2.64641 -0.76286
H 2.42160 0.77212 1.64669
H 3.28932 0.23946 0.22620
H 2.47643 2.03606 0.27419
H 1.23248 0.71990 -1.18869
```

Charge = +1
Frontier orbital gap (alpha / beta) = 6.83 / 8.44 eV
E_tot = -367.47929 Ha
HOMO energy (alpha / beta) = -11.59 / -12.60 eV
2S+1 = 1
Energy relative to the best compared isomer or geometry (same formula, charge and spin) = 526.6 kJ/mol



3 unconnected molecules or ions with the total composition C6H17NO2, computed with ωB97M-V/def2-TZVPD.

XYZ file:
```
26
C6H17NO2 ωB97M-V/def2-TZVPD
C 3.30918 -0.70250 0.56056
C 3.03467 -0.01664 -0.74215
O 1.02986 -1.86100 0.61380
O 3.22452 -0.19264 1.64511
H 1.10281 -1.99242 1.56088
H 0.48641 -1.05388 0.49243
H 3.66741 -1.74243 0.44446
H 2.30070 -0.59551 -1.29668
H 3.95428 0.00889 -1.32468
H 2.67606 0.99559 -0.57669
C -1.84091 0.00979 -0.16594
C -0.43201 1.16766 1.50214
C -1.68651 -0.93837 -1.35385
C -2.77932 1.16719 -0.52362
N -0.50892 0.43614 0.24983
H -0.08375 0.98315 -0.49358
H -2.26803 -0.54435 0.67902
H -0.88952 2.16525 1.46888
H -0.93131 0.58561 2.27819
H 0.61955 1.27568 1.77200
H -1.00552 -1.74667 -1.10389
H -1.28902 -0.40358 -2.21408
H -2.64946 -1.36132 -1.62554
H -2.93740 1.82073 0.33131
H -3.74455 0.78107 -0.83909
H -2.35921 1.75456 -1.33882
```

Frontier orbital gap = 10.27 eV
E_tot = -444.02663 Ha
HOMO energy = -9.36 eV
2S+1 = 1
Energy relative to the best compared isomer or geometry (same formula, charge and spin) = 37.5 kJ/mol



A molecular structure, C4H2MnO2 in a non-equilibrium geometry, computed with ωB97M-V/def2-TZVPD.

XYZ file:
```
9
C4H2MnO2 ωB97M-V/def2-TZVPD
H -1.05697 -2.20006 -0.41372
C -0.35265 -1.46718 -0.03606
C -0.20046 -0.15553 0.21689
O 0.89714 -1.80267 0.41983
O 1.10115 -0.42903 0.78537
Mn 2.98278 0.48807 0.35884
C -1.14544 1.88384 -0.47791
C -0.86707 1.08814 0.40646
H -1.35847 2.59443 -1.25970
```

Charge = +1
Frontier orbital gap (alpha / beta) = 8.47 / 8.25 eV
E_tot = -1454.51128 Ha
HOMO energy (alpha / beta) = -12.76 / -13.32 eV
2S+1 = 7
Energy relative to the best compared isomer or geometry (same formula, charge and spin) = 55.8 kJ/mol



7 unconnected molecules or ions with the total composition C33H39F18I2NO15P in a non-equilibrium geometry, computed with ωB97M-V/def2-TZVPD.

XYZ file:
```
109
C33H39F18I2NO15P ωB97M-V/def2-TZVPD
C 10.05260 5.89159 -3.89329
C 9.10818 5.85050 -5.04363
I 9.57942 7.16360 -6.61213
C 8.05428 5.05362 -5.15688
I 7.73924 3.58109 -3.65802
O 7.24519 5.06830 -6.28244
C 6.08079 5.76692 -6.21352
O 5.66425 6.35917 -7.13066
C 5.22570 5.59374 -4.97964
C 4.56580 4.38036 -4.87211
C 3.76254 4.14938 -3.77771
N 3.63315 5.08551 -2.83460
C 4.24080 6.27449 -2.92974
C 5.05380 6.57783 -4.00529
P 5.84141 8.23096 -4.06145
O 6.58422 8.51012 -5.29437
H 10.57367 6.84145 -3.89178
H 10.80668 5.12849 -4.01043
H 9.56661 5.80047 -2.92818
H 4.65847 3.61158 -5.61780
H 3.23680 3.21668 -3.65868
H 3.05495 4.88749 -2.02329
H 4.08811 6.98013 -2.12909
H 6.66666 8.24797 -2.91916
H 4.77818 9.13196 -3.86140
C 3.26176 -0.57148 -0.25354
C 1.77581 -0.37616 -0.45633
O 1.35445 0.93017 0.01156
C 1.50843 1.92596 -0.82028
O 1.96536 1.89393 -1.93077
C 0.97448 3.22612 -0.19552
F 1.35805 3.36263 1.06880
F -0.35474 3.25989 -0.24822
F 1.44456 4.28921 -0.88603
H 3.53071 -0.41001 0.79048
H 3.54750 -1.58243 -0.53805
H 3.83781 0.13301 -0.85454
H 1.21355 -1.09292 0.13588
H 1.48656 -0.50962 -1.49469
C -4.32846 0.69115 -0.29270
C -3.12993 1.30547 -0.98027
O -2.17588 0.28875 -1.35856
C -2.42516 -0.33999 -2.49989
O -3.33878 -0.14917 -3.24123
C -1.31114 -1.36370 -2.77323
F -0.98670 -2.04639 -1.66615
F -0.19984 -0.73129 -3.19745
F -1.67262 -2.23295 -3.70318
H -4.01117 0.09178 0.56175
H -5.00566 1.46945 0.05722
H -4.87095 0.03612 -0.96627
H -2.59576 1.97019 -0.30502
H -3.42217 1.88634 -1.85387
C 16.17571 1.54754 -2.23363
C 15.48039 1.64145 -3.57348
O 14.38367 2.58037 -3.52497
C 14.70378 3.85338 -3.68683
O 15.79129 4.30885 -3.86545
C 13.42804 4.71012 -3.65581
F 12.59952 4.33827 -2.66695
F 12.75045 4.59751 -4.81583
F 13.70652 5.99575 -3.48118
H 15.46112 1.29607 -1.44952
H 16.94804 0.78066 -2.26443
H 16.64092 2.49577 -1.96584
H 15.03257 0.68746 -3.84157
H 16.17143 1.91902 -4.36734
C -10.87615 -1.37564 1.13955
C -9.80997 -0.37974 0.74091
O -8.65711 -1.04859 0.18590
C -8.73020 -1.36593 -1.09752
O -9.63841 -1.15780 -1.84200
C -7.41560 -2.03332 -1.53222
F -6.99115 -2.92654 -0.62477
F -6.44578 -1.11199 -1.67350
F -7.55022 -2.66562 -2.68928
H -10.46739 -2.11728 1.82637
H -11.70464 -0.86440 1.62724
H -11.26169 -1.90651 0.26951
H -9.44178 0.15683 1.61234
H -10.18943 0.35520 0.03299
C -5.31032 -4.95402 1.45851
C -6.79713 -5.22230 1.54163
O -7.09368 -6.14560 2.60778
C -7.19754 -5.61880 3.81679
O -7.07088 -4.46794 4.11184
C -7.56042 -6.71798 4.82917
F -6.83944 -7.82664 4.63218
F -8.85455 -7.04330 4.71324
F -7.34605 -6.29993 6.07462
H -4.76050 -5.88961 1.35312
H -5.09032 -4.31693 0.60340
H -4.95126 -4.46029 2.36155
H -7.14904 -5.69939 0.62984
H -7.36439 -4.30279 1.67399
C -9.08237 -7.92310 8.18908
C -8.37985 -7.45909 9.44498
O -9.32029 -6.94450 10.40736
C -9.92170 -7.84467 11.17093
O -9.76463 -9.02791 11.14208
C -10.85348 -7.13462 12.16839
F -11.55611 -6.16493 11.57263
F -10.13042 -6.58139 13.15164
F -11.70573 -7.99723 12.70956
H -9.69011 -7.11952 7.77271
H -8.35424 -8.23540 7.44418
H -9.74559 -8.76254 8.39724
H -7.70860 -6.63212 9.22286
H -7.78692 -8.25581 9.89138
```

Charge = +1
Frontier orbital gap = 6.64 eV
E_tot = -5198.40796 Ha
HOMO energy = -11.20 eV
2S+1 = 1



2 unconnected molecules or ions with the total composition C2H6N2O2 in a non-equilibrium geometry, computed with ωB97M-V/def2-TZVPD.

XYZ file:
```
12
C2H6N2O2 ωB97M-V/def2-TZVPD
C -0.91526 -1.19000 -0.24815
C -1.41428 1.07189 0.02893
N 2.33996 0.28536 0.12265
N -0.60284 0.14228 0.32650
O 2.86772 -0.79242 0.11241
O 1.41447 0.67381 -0.53621
H -1.99529 -1.14784 -0.46552
H -0.12710 -1.40749 -0.96028
H -0.62278 -1.79468 0.61963
H 2.63233 1.04627 0.90341
H -1.10383 2.02937 0.35346
H -2.47310 1.08345 -0.25684
```

Frontier orbital gap = 9.71 eV
E_tot = -339.61281 Ha
HOMO energy = -9.20 eV
2S+1 = 1
Energy relative to the best compared isomer or geometry (same formula, charge and spin) = 577.2 kJ/mol



3 unconnected molecules or ions with the total composition C14H31F9O2SSi in a non-equilibrium geometry, computed with ωB97M-V/def2-TZVPD.

XYZ file:
```
58
C14H31F9O2SSi ωB97M-V/def2-TZVPD
C -4.83866 1.03041 0.50321
C -4.75959 0.22718 -0.80086
Si -3.72516 -1.36235 -0.59716
C -2.46631 -1.05521 0.77466
C -1.33440 -2.09002 0.86299
C -0.07923 -1.77260 0.04041
C 0.38423 -0.30546 0.06257
C 0.33869 0.26319 -1.34151
F -0.78362 -0.01051 -1.98506
F 1.31576 -0.37684 -2.02576
C 0.71770 1.76293 -1.44561
F 1.22871 1.99845 -2.61687
F 1.65474 2.03278 -0.58374
S -0.69820 2.99079 -1.18635
F -1.50975 1.96954 -0.33160
F -1.37921 2.53265 -2.50717
F 0.09359 4.08183 -2.00853
F -0.01038 3.55349 0.10966
F -1.84927 4.02128 -0.97150
H -5.55508 1.84002 0.42789
H -3.88214 1.45186 0.78817
H -5.17731 0.41600 1.33184
H -5.77360 0.00690 -1.11728
H -4.31980 0.88913 -1.54218
H -4.69621 -2.41213 -0.21010
H -3.09870 -1.63583 -1.90563
H -2.13306 -0.02823 0.68959
H -3.02393 -1.10678 1.70471
H -1.70049 -3.04652 0.50713
H -1.05584 -2.25911 1.89758
H -0.18590 -2.16140 -0.95983
H 0.72521 -2.35430 0.46974
H 1.43362 -0.29114 0.31587
H -0.14103 0.31981 0.77173
C 2.10140 5.77536 1.73694
C 3.06642 4.87412 2.49027
C 4.40685 4.77889 1.77719
O 2.49942 3.57114 2.63228
H 1.90620 5.37445 0.73868
H 1.14323 5.82849 2.25510
H 2.49799 6.78667 1.63281
H 3.21656 5.25856 3.49984
H 4.28015 4.35149 0.77840
H 5.08571 4.12434 2.32510
H 4.87355 5.76010 1.67702
H 2.35781 3.21543 1.74625
C 1.30756 -5.90714 -2.14167
C 1.47182 -5.18696 -0.81230
C 2.42479 -5.93288 0.10911
O 0.19988 -5.03980 -0.17919
H 0.88809 -6.90527 -1.98807
H 0.61849 -5.36311 -2.78862
H 2.26327 -6.00903 -2.65778
H 1.84748 -4.17752 -0.98765
H 2.03982 -6.93172 0.33233
H 2.52849 -5.40727 1.05918
H 3.41278 -6.03568 -0.34193
H -0.15314 -5.92247 -0.01428
```

Frontier orbital gap = 10.72 eV
E_tot = -2288.90573 Ha
HOMO energy = -10.05 eV
2S+1 = 1